(1)
# C3H10NS

The ion C3H10NS with charge +1 (the ωB97M-V functional and the def2-TZVPD basis, the OMol25 dataset).

Calculated values
energy above the lowest of the compared OMol25 structures with the same formula, charge and spin = 12.69 kcal per mole
gap between HOMO and LUMO = 8.26 eV
LUMO energy = -4.02 eV
SMILES string = [NH3+]CCCS
total charge = +1

The geometry in XYZ format:
```
15
Properties=species:S:1:pos:R:3:forces:R:3
N 0.06817 0.83541 -1.94863 0.237 0.161 -0.573
C -0.62348 0.36468 -0.68566 0.331 0.241 0.164
C 0.38744 -0.16802 0.30881 -0.278 -0.035 0.473
C -0.28978 -0.33875 1.68375 0.203 -0.120 0.028
S 0.45653 -1.64366 2.70456 -0.043 -0.084 0.181
H 0.80476 0.18270 -2.22869 0.013 -0.055 0.091
H 0.51041 1.76261 -1.87999 -0.141 -0.286 0.308
H -0.57256 0.89111 -2.74236 -0.149 0.010 0.042
H -1.13947 1.22683 -0.27709 -0.244 0.048 -0.096
H -1.32342 -0.40913 -0.98621 -0.136 0.069 -0.002
H 0.76085 -1.13241 -0.04448 0.105 0.101 -0.023
H 1.21850 0.53143 0.43947 0.068 -0.154 -0.180
H -0.15986 0.56103 2.27218 -0.116 0.346 -0.088
H -1.36306 -0.52077 1.61093 0.048 -0.123 -0.198
H 1.26499 -2.14306 1.77338 0.103 -0.119 -0.129
```
Positions in Å, forces in eV/Å.

(2)
# C17H15ClF3IrNO5

A structure of composition C17H15ClF3IrNO5 (the ωB97M-V functional and the def2-TZVPD basis, the OMol25 dataset).

Calculated values
energy above the lowest of the compared OMol25 structures with the same formula, charge and spin = 0.00 kcal per mole
gap between HOMO and LUMO = 8.88 eV
LUMO energy = -3.06 eV
total charge = +1

The geometry in XYZ format:
```
43
Properties=species:S:1:pos:R:3:forces:R:3
Ir 0.47004 -0.01276 0.35894 0.104 -0.174 -0.237
O -0.15268 -1.24748 -1.22003 0.090 0.011 0.001
C -0.76984 -0.65505 -2.40173 -0.146 -0.021 0.042
C -2.26112 -0.56546 -2.13860 0.012 0.000 0.017
C -2.61500 -0.00217 -0.75201 -0.031 0.002 -0.043
C -2.06938 1.37692 -0.53933 0.021 0.000 -0.006
C -2.81802 2.49949 -0.86584 0.004 0.001 0.019
C -2.28376 3.76434 -0.71228 -0.015 0.002 -0.006
C -0.99073 3.89096 -0.22786 0.006 -0.003 0.015
C -0.29045 2.74872 0.08235 -0.016 0.007 0.006
N -0.81272 1.51651 -0.07501 -0.025 0.042 0.162
H 0.52852 -1.88962 -1.45744 0.009 -0.005 -0.043
H -0.56294 -1.30233 -3.25153 0.027 0.012 -0.003
H -0.29991 0.31383 -2.57290 -0.017 0.013 0.017
H -2.70316 -1.55838 -2.22727 0.006 -0.005 0.011
H -2.70571 0.05513 -2.92012 0.014 -0.001 -0.010
H -2.26037 -0.66874 0.03356 0.000 -0.008 -0.008
H -3.70036 0.03997 -0.66650 0.003 -0.008 -0.001
H -3.82511 2.36278 -1.23513 0.000 -0.002 0.000
H -2.86712 4.63986 -0.96326 0.000 -0.001 -0.001
H -0.52734 4.85600 -0.08591 0.003 -0.002 0.001
H 0.71709 2.78911 0.47148 0.001 0.004 -0.008
F 4.70142 -1.82496 -0.01711 0.032 -0.069 0.082
C 4.14265 -0.95467 -0.83740 -0.033 0.026 -0.015
F 4.89654 0.13145 -0.91663 0.043 0.097 -0.005
F 4.04454 -1.50331 -2.05388 -0.023 -0.043 -0.086
C 2.72704 -0.58908 -0.36675 -0.026 -0.133 0.051
O 2.11778 -1.30196 0.47773 0.189 -0.027 0.046
O 2.12782 0.40135 -0.86739 -0.085 0.131 -0.036
Cl -0.39272 0.01786 8.65652 0.000 -0.001 -0.004
C -0.25643 0.04775 6.93966 0.003 0.004 -0.003
C 0.61998 0.94760 6.34450 0.002 0.002 0.006
C 0.72971 0.96872 4.96850 0.009 -0.013 -0.009
C -0.03876 0.09586 4.19941 -0.020 0.028 0.007
C -0.91462 -0.80287 4.80692 -0.008 0.011 -0.013
C -1.02407 -0.82962 6.18272 -0.004 -0.002 0.011
C 0.07855 0.11683 2.75160 -0.124 0.177 -0.073
O 0.91045 0.87561 2.12466 0.056 -0.155 0.097
O -0.62823 -0.61865 1.97588 -0.063 0.107 0.015
H 1.20492 1.61503 6.96074 0.001 -0.001 0.000
H 1.41035 1.65542 4.48405 0.001 0.002 0.004
H -1.50045 -1.47696 4.19710 0.000 -0.003 0.005
H -1.69306 -1.52002 6.67588 -0.001 0.000 -0.002
```
Positions in Å, forces in eV/Å.

(3)
# C19H23ClINO3V

A structure of composition C19H23ClINO3V (the ωB97M-V functional and the def2-TZVPD basis, the OMol25 dataset).

Calculated values
energy above the lowest of the compared OMol25 structures with the same formula, charge and spin = 59.73 kcal per mole
gap between HOMO and LUMO = 6.42 eV
LUMO energy = -11.04 eV
total charge = +3

The geometry in XYZ format:
```
49
Properties=species:S:1:pos:R:3:forces:R:3
V -1.02331 -0.10715 0.48995 -0.177 0.143 0.063
C -3.07417 -1.25569 0.63042 -0.037 -0.022 -0.013
C -3.35841 0.07408 0.34412 -0.040 -0.038 -0.014
C -2.66540 0.41228 -0.90759 0.028 0.051 0.022
C -2.04089 -0.75055 -1.41875 -0.017 -0.022 -0.024
C -2.19211 -1.75829 -0.43119 0.013 -0.024 0.056
C -1.65176 -3.14661 -0.46822 0.001 0.008 -0.019
C -1.32806 -0.86259 -2.72360 0.008 0.004 0.015
C -2.72169 1.74723 -1.56264 0.011 0.000 -0.003
C -4.26264 0.98750 1.09412 0.006 0.011 -0.001
C -3.59481 -2.06416 1.76783 0.026 -0.010 0.006
H -2.47671 -3.83156 -0.68905 -0.001 0.001 -0.002
H -1.24464 -3.46094 0.49480 0.000 0.000 0.001
H -0.89580 -3.27778 -1.23754 0.003 0.004 0.003
H -2.05989 -1.01834 -3.51881 -0.002 -0.004 0.002
H -0.63837 -1.70317 -2.73918 0.006 0.007 0.001
H -0.77507 0.04603 -2.95541 0.002 0.000 -0.003
H -3.64891 1.80309 -2.14303 -0.006 0.002 0.005
H -1.89490 1.90251 -2.25202 -0.004 -0.002 -0.004
H -2.75465 2.56361 -0.84137 0.010 0.002 -0.001
H -5.25295 0.95675 0.62989 -0.002 0.000 -0.002
H -3.92437 2.02169 1.06357 -0.003 0.002 -0.002
H -4.37636 0.68561 2.13307 0.001 0.002 0.001
H -2.92677 -2.88162 2.03514 0.002 0.005 0.002
H -4.54805 -2.51482 1.47677 0.002 -0.005 -0.005
H -3.78580 -1.45119 2.64709 -0.006 0.001 -0.001
N -0.63413 -0.00417 4.54176 0.011 0.000 -0.008
C -0.65873 0.74756 3.47607 -0.011 0.029 0.019
O -0.97647 0.22520 2.34666 0.010 -0.089 -0.070
C -0.34792 2.19441 3.57050 0.008 -0.003 -0.009
I -2.19694 3.25690 3.71959 -0.006 0.004 -0.011
H -0.89076 -0.98145 4.50252 0.006 -0.001 -0.001
H -0.39843 0.38279 5.44612 0.003 0.001 0.000
H 0.15793 2.53476 2.67249 0.016 -0.003 0.008
H 0.24289 2.42807 4.45115 -0.013 0.004 0.008
Cl 8.71152 -1.03168 -2.00683 0.000 0.003 -0.001
C 7.20288 -0.27706 -1.96472 0.014 0.015 -0.001
C 7.13091 1.11866 -2.09152 0.004 -0.015 0.001
C 5.91172 1.73898 -2.06518 -0.001 0.065 0.002
C 4.74951 0.94441 -1.90237 -0.120 -0.138 -0.048
C 4.82077 -0.46835 -1.77981 0.049 0.073 -0.039
C 6.04915 -1.06595 -1.81024 -0.008 0.001 -0.005
C 3.51653 1.55290 -1.92648 0.340 0.142 -0.120
O 2.52127 2.08057 -1.96250 -0.036 -0.116 0.065
O 0.26140 0.20005 -0.33431 -0.093 -0.087 0.101
H 8.03908 1.69149 -2.21695 -0.001 0.004 0.002
H 5.83531 2.81273 -2.17305 0.007 0.004 0.005
H 3.91978 -1.05765 -1.68193 0.005 -0.009 0.016
H 6.14922 -2.13907 -1.72935 -0.008 0.002 0.007
```
Positions in Å, forces in eV/Å.

(4)
# C3H4ClN

An isolated molecule of C3H4ClN (the ωB97M-V functional and the def2-TZVPD basis, the OMol25 dataset).

Calculated values
energy above the lowest of the compared OMol25 structures with the same formula, charge and spin = 140.96 kcal per mole
gap between HOMO and LUMO (alpha / beta) = 9.22 / 9.22 eV
LUMO energy (alpha / beta) = 0.28 / 0.28 eV

The geometry in XYZ format:
```
9
Properties=species:S:1:pos:R:3:forces:R:3
C -0.90280 -1.50363 -0.16969 -3.468 -4.518 0.498
C 0.23734 -1.03066 -0.25083 2.273 2.320 0.381
C 0.92496 0.11851 -0.09865 -2.745 -3.351 -2.446
N -1.39555 1.23898 -0.28735 1.678 1.662 1.428
Cl -2.26579 -0.08881 -0.07550 0.454 -0.110 0.611
H -1.39930 -2.54520 -0.02684 1.030 2.219 -0.630
H 1.23862 0.66443 -0.89228 1.050 1.456 -2.350
H 1.30648 0.29887 0.79211 1.586 1.131 4.176
H -0.86678 1.50336 0.64006 -1.859 -0.809 -1.669
```
Positions in Å, forces in eV/Å.

(5)
# C25H23BI2N10OV

A structure of composition C25H23BI2N10OV (the ωB97M-V functional and the def2-TZVPD basis, the OMol25 dataset).

Calculated values
gap between HOMO and LUMO (alpha / beta) = 5.12 / 6.50 eV
⟨S²⟩ = 0.85
LUMO energy (alpha / beta) = -8.34 / -7.00 eV
2S+1 = 2
total charge = +2

The geometry in XYZ format:
```
63
Properties=species:S:1:pos:R:3:forces:R:3
V -0.31008 -0.30981 -0.08794 -2.468 0.210 -1.387
C -0.55119 -0.35081 4.04282 -0.086 -0.155 -0.204
C -0.95316 -0.80792 2.79740 -0.133 0.026 0.523
N -0.24610 -0.18760 1.83990 0.145 -0.310 0.824
N 0.60666 0.66550 2.45148 0.065 0.194 0.236
C 0.44722 0.57560 3.77651 -0.046 0.013 -0.191
B 1.52835 1.59875 1.60089 0.209 0.160 0.292
N 0.59231 2.43759 0.69754 0.158 0.390 0.187
C 0.45767 3.75534 0.46617 -0.032 -0.163 -0.121
C -0.63623 3.95337 -0.35084 -0.097 -0.148 0.021
C -1.13277 2.67505 -0.58241 -0.156 0.312 -0.121
N -0.37977 1.76491 0.03645 0.319 -0.032 -0.121
N 2.32306 0.67039 0.63904 0.344 0.105 0.142
C 3.64051 0.53728 0.47147 -0.207 0.015 -0.072
C 3.86610 -0.44469 -0.48245 -0.218 -0.176 -0.114
C 2.60312 -0.88433 -0.83922 0.495 -0.053 -0.125
N 1.66250 -0.19824 -0.16442 0.763 0.031 -0.056
N 2.46936 2.33477 2.51326 -0.259 0.084 -0.395
C 2.72964 3.64045 2.81421 0.062 0.112 0.106
C 3.72014 3.66572 3.75461 -0.012 -0.135 0.129
C 4.01618 2.30504 3.99084 0.010 0.220 -0.077
N 3.27410 1.51790 3.24180 0.088 -0.301 0.177
H -0.92146 -0.65113 5.00699 -0.020 0.013 -0.012
H -1.73569 -1.50787 2.54972 0.019 -0.019 -0.075
H 1.04841 1.15561 4.45496 0.054 0.055 -0.064
H 1.14690 4.47976 0.85508 -0.037 -0.039 0.037
H -1.02574 4.89003 -0.70853 -0.003 -0.015 -0.001
H -2.01391 2.39915 -1.13984 0.034 -0.112 0.006
H 4.34041 1.12659 1.03847 -0.071 0.026 0.046
H 4.81545 -0.79745 -0.84494 -0.016 -0.011 -0.002
H 2.35018 -1.67051 -1.53267 -0.089 0.017 0.016
H 2.20839 4.47165 2.37791 -0.010 -0.057 0.035
H 4.15632 4.52644 4.23128 -0.015 0.014 -0.063
H 4.73887 1.88406 4.67065 0.011 -0.032 -0.005
I -6.39481 -0.13720 -4.80079 0.162 0.009 0.196
C -4.93844 -0.20525 -3.31418 0.134 0.047 -0.149
C -5.29126 -0.57195 -2.01179 -0.039 0.131 -0.600
C -4.31572 -0.63362 -1.05217 1.511 0.106 0.690
I -4.75642 -1.16959 0.91712 -0.059 0.024 -0.195
C -2.94983 -0.32573 -1.35596 -2.742 0.142 -2.741
O -2.03463 -0.38887 -0.45923 2.314 0.131 1.931
C -2.61618 0.04334 -2.70238 0.366 -0.277 1.382
C -1.18518 0.37319 -3.05980 -0.363 0.180 -0.027
N -0.20553 -0.44607 -2.30893 0.298 -0.113 0.238
C -0.26067 -1.86295 -2.73276 -0.047 -0.150 0.037
C -0.05243 -2.83423 -1.59836 0.005 -0.025 -0.221
C 0.17252 -4.17336 -1.87598 -0.017 0.014 0.046
C 0.29864 -5.07248 -0.83085 -0.009 0.085 0.008
C 0.20779 -4.59512 0.46865 -0.031 0.041 -0.015
C 0.00887 -3.24510 0.66628 0.082 -0.166 0.215
N -0.12921 -2.36800 -0.34191 0.324 -0.449 -0.029
C -3.60549 0.09716 -3.64586 -0.836 -0.100 -0.228
H -6.31604 -0.80962 -1.76370 -0.009 0.008 -0.026
H -1.05290 0.23208 -4.13578 0.062 -0.019 0.031
H -0.97189 1.42176 -2.84692 0.073 -0.022 0.013
H 0.71471 -0.07240 -2.51898 0.046 -0.022 -0.088
H -1.25163 -2.06255 -3.14712 0.003 0.066 -0.015
H 0.45580 -2.06525 -3.53154 0.001 0.048 0.003
H 0.24747 -4.50565 -2.90324 -0.024 0.034 -0.003
H 0.47267 -6.12226 -1.02458 -0.006 0.000 -0.007
H 0.29966 -5.25567 1.31867 0.015 0.031 0.013
H -0.02302 -2.84446 1.66866 0.002 0.043 -0.012
H -3.36258 0.37923 -4.66273 -0.017 -0.038 -0.016
```
Positions in Å, forces in eV/Å.